Density functional theory data (the ωB97M-V functional and the def2-TZVPD basis) for a cluster of 2 separate species, C5H10NOP in total.

The geometry in XYZ format:
```
18
Properties=species:S:1:pos:R:3
P -1.71 0.08 0.41
O -0.17 2.27 0.17
N -0.74 -0.61 -0.59
C -3.37 -0.64 -0.17
C 0.53 1.47 -0.42
C 1.37 0.17 1.58
C 2.10 -0.41 -0.88
C 1.26 0.37 0.10
H 1.47 -0.92 1.81
H -3.34 -1.69 -0.15
H 0.47 1.51 -1.57
H 2.35 0.58 1.92
H 0.62 0.65 2.00
H 1.39 -1.06 -1.42
H -4.26 -0.41 0.36
H 2.83 -1.15 -0.40
H 2.57 0.26 -1.53
H -3.37 -0.47 -1.23
```

The charge is 0. The value obtained for the LUMO energy (alpha / beta) is -0.718 / -0.775 eV. The HOMO energy (alpha / beta) is -0.3107 / -0.3204 Ha. Its spin multiplicity is 1. For the relative energy (zero: lowest compared OMol25 entry of this formula, charge and spin), the calculation gives 100.7 kcal/mol. The calculation puts the gap between HOMO and LUMO (alpha / beta) at 0.28432 / 0.29192 hartree. As for the electronic energy: -18169.18852 eV. For the max |F|, the calculation gives 5.584 eV/Å.

Löwdin population analysis, charges in e, atoms 1 to 8: 0.8884 -0.0777 -0.2291 -0.3127 -0.4372 -0.0560 -0.0646 -0.3209